C27H32N3O4Pt | wB97M-V/def2-TZVPD

- Kohn-Sham gap (spin up / spin down) (eV) = 5.150 / 5.737
- E_HOMO (spin up / spin down) (eV) = -2.3 / -4.9
- energy above the lowest of the compared OMol25 structures with the same formula, charge and spin (kcal per mole) = 0.00
- F_max (hartree/bohr) = 0.064

Structure (ORCA input):
```
! RIJCOSX wB97M-V def2-TZVPD def2/J DEFGRID3
* xyz -1 3
Pt -7.724 -16.982 3.325
O -5.035 -13.968 1.297
C -5.981 -13.342 0.633
C -5.634 -12.468 -0.416
C -6.596 -11.646 -0.975
C -7.932 -11.733 -0.549
C -8.300 -12.638 0.437
C -7.310 -13.448 1.007
C -7.653 -14.461 2.027
O -6.772 -15.324 2.390
N -8.908 -14.545 2.442
N -9.090 -15.576 3.318
C -10.142 -15.528 4.165
C -10.451 -16.456 5.138
C -11.260 -16.146 6.262
C -11.672 -17.105 7.167
C -11.388 -18.438 6.940
C -10.463 -18.751 5.912
C -9.851 -17.781 5.084
O -8.785 -18.197 4.451
H -5.461 -14.660 1.855
H -4.585 -12.420 -0.687
H -6.343 -11.051 -1.834
H -8.666 -11.180 -1.046
H -9.348 -12.672 0.703
H -10.763 -14.604 4.033
H -11.637 -15.134 6.312
H -12.285 -16.775 7.966
H -11.809 -19.232 7.555
H -10.165 -19.819 5.795
C -4.363 -21.163 2.523
N -5.466 -20.416 1.941
C -6.760 -21.021 2.055
C -5.377 -18.985 1.837
C -5.015 -18.315 3.151
C -3.712 -18.469 3.612
C -3.408 -18.148 4.919
C -4.408 -17.783 5.820
C -5.697 -17.541 5.297
C -5.970 -17.708 3.927
H -3.390 -20.717 2.274
H -4.427 -22.158 2.112
H -4.380 -21.159 3.628
H -6.670 -22.113 2.069
H -7.366 -20.657 1.247
H -7.244 -20.647 3.006
H -6.298 -18.585 1.334
H -4.541 -18.825 1.148
H -2.931 -18.858 3.024
H -2.391 -18.210 5.294
H -4.198 -17.726 6.887
H -6.471 -17.317 6.040
C -6.735 -14.031 8.626
C -6.961 -13.024 7.522
O -5.885 -13.212 6.616
C -6.209 -12.462 5.379
C -4.985 -12.375 4.498
H -7.506 -14.043 9.363
H -5.761 -13.801 9.119
H -6.601 -15.002 8.184
H -7.101 -11.966 7.927
H -7.942 -13.270 7.033
H -6.667 -11.528 5.714
H -7.030 -13.021 4.887
H -4.090 -12.399 5.126
H -5.028 -11.388 3.960
H -4.971 -13.198 3.785
*
```

C27H32N4O3S | wB97M-V/def2-TZVPD

- Kohn-Sham gap (eV) = 7.599
- E_HOMO (eV) = -7.5
- energy above the lowest of the compared OMol25 structures with the same formula, charge and spin (kcal per mole) = 1.30
- F_max (hartree/bohr) = 0.014
- SMILES = COc1ccccc1N1CCN(C(=O)[C@H]2CC[C@H](Cn3c(=S)[nH]c4ccccc4c3=O)CC2)CC1

Structure (ORCA input):
```
! RIJCOSX wB97M-V def2-TZVPD def2/J DEFGRID3
* xyz 0 1
C -7.332 -2.157 0.928
H -7.886 -2.913 1.493
O -6.103 -1.851 1.535
C -6.098 -1.362 2.821
C -7.260 -1.078 3.522
C -7.217 -0.536 4.796
C -5.996 -0.282 5.388
C -4.832 -0.584 4.708
C -4.841 -1.122 3.420
N -3.618 -1.418 2.830
C -2.571 -0.427 2.794
H -2.771 0.361 3.518
C -2.464 0.194 1.386
N -2.222 -0.845 0.416
C -1.087 -1.098 -0.280
O -0.993 -2.083 -0.991
C 0.039 -0.074 -0.192
C -0.266 1.091 -1.141
C 0.865 2.115 -1.113
C 2.193 1.468 -1.506
C 2.493 0.298 -0.570
C 1.362 -0.722 -0.599
H 1.587 -1.548 0.078
H 1.255 -1.139 -1.601
H 3.424 -0.193 -0.867
H 2.627 0.673 0.447
C 3.300 2.529 -1.470
N 4.598 1.986 -1.837
C 5.519 1.722 -0.864
S 5.296 2.023 0.742
N 6.707 1.184 -1.253
C 7.042 0.899 -2.552
C 8.275 0.340 -2.886
C 8.564 0.075 -4.209
C 7.640 0.359 -5.210
C 6.420 0.911 -4.884
C 6.109 1.186 -3.553
C 4.813 1.772 -3.200
O 3.961 2.067 -4.008
H 5.681 1.143 -5.636
H 7.881 0.146 -6.239
H 9.519 -0.357 -4.468
H 8.990 0.121 -2.108
H 7.368 1.000 -0.509
H 3.064 3.320 -2.188
H 3.386 2.954 -0.469
H 2.111 1.092 -2.531
H 0.954 2.534 -0.107
H 0.635 2.933 -1.799
H -0.376 0.695 -2.152
H -1.208 1.572 -0.867
H 0.141 0.298 0.832
C -3.289 -1.829 0.414
C -3.431 -2.431 1.818
H -4.255 -3.139 1.845
H -2.502 -2.965 2.059
H -3.033 -2.602 -0.311
H -4.225 -1.344 0.125
H -1.684 0.951 1.370
H -3.420 0.675 1.143
H -1.614 -0.907 3.041
H -3.881 -0.418 5.191
H -5.945 0.134 6.382
H -8.139 -0.318 5.314
H -8.222 -1.259 3.069
H -7.080 -2.556 -0.054
H -7.957 -1.266 0.804
*
```

Which value of energy above the lowest of the compared OMol25 structures with the same formula, charge and spin does entry 2 give? 1.30 kcal per mole

Look up the energy above the lowest of the compared OMol25 structures with the same formula, charge and spin of the first one. 0.00 kcal per mole

Which value of energy above the lowest of the compared OMol25 structures with the same formula, charge and spin does entry 2 give? 1.30 kcal per mole

Repeat the first record exactly.
C27H32N3O4Pt | wB97M-V/def2-TZVPD

- Kohn-Sham gap (spin up / spin down) (eV) = 5.150 / 5.737
- E_HOMO (spin up / spin down) (eV) = -2.3 / -4.9
- energy above the lowest of the compared OMol25 structures with the same formula, charge and spin (kcal per mole) = 0.00
- F_max (hartree/bohr) = 0.064

Structure (ORCA input):
```
! RIJCOSX wB97M-V def2-TZVPD def2/J DEFGRID3
* xyz -1 3
Pt -7.724 -16.982 3.325
O -5.035 -13.968 1.297
C -5.981 -13.342 0.633
C -5.634 -12.468 -0.416
C -6.596 -11.646 -0.975
C -7.932 -11.733 -0.549
C -8.300 -12.638 0.437
C -7.310 -13.448 1.007
C -7.653 -14.461 2.027
O -6.772 -15.324 2.390
N -8.908 -14.545 2.442
N -9.090 -15.576 3.318
C -10.142 -15.528 4.165
C -10.451 -16.456 5.138
C -11.260 -16.146 6.262
C -11.672 -17.105 7.167
C -11.388 -18.438 6.940
C -10.463 -18.751 5.912
C -9.851 -17.781 5.084
O -8.785 -18.197 4.451
H -5.461 -14.660 1.855
H -4.585 -12.420 -0.687
H -6.343 -11.051 -1.834
H -8.666 -11.180 -1.046
H -9.348 -12.672 0.703
H -10.763 -14.604 4.033
H -11.637 -15.134 6.312
H -12.285 -16.775 7.966
H -11.809 -19.232 7.555
H -10.165 -19.819 5.795
C -4.363 -21.163 2.523
N -5.466 -20.416 1.941
C -6.760 -21.021 2.055
C -5.377 -18.985 1.837
C -5.015 -18.315 3.151
C -3.712 -18.469 3.612
C -3.408 -18.148 4.919
C -4.408 -17.783 5.820
C -5.697 -17.541 5.297
C -5.970 -17.708 3.927
H -3.390 -20.717 2.274
H -4.427 -22.158 2.112
H -4.380 -21.159 3.628
H -6.670 -22.113 2.069
H -7.366 -20.657 1.247
H -7.244 -20.647 3.006
H -6.298 -18.585 1.334
H -4.541 -18.825 1.148
H -2.931 -18.858 3.024
H -2.391 -18.210 5.294
H -4.198 -17.726 6.887
H -6.471 -17.317 6.040
C -6.735 -14.031 8.626
C -6.961 -13.024 7.522
O -5.885 -13.212 6.616
C -6.209 -12.462 5.379
C -4.985 -12.375 4.498
H -7.506 -14.043 9.363
H -5.761 -13.801 9.119
H -6.601 -15.002 8.184
H -7.101 -11.966 7.927
H -7.942 -13.270 7.033
H -6.667 -11.528 5.714
H -7.030 -13.021 4.887
H -4.090 -12.399 5.126
H -5.028 -11.388 3.960
H -4.971 -13.198 3.785
*
```